*one*
13
Properties=species:S:1:pos:R:3 method="wB97M-V/def2-TZVPD" homo_energy_ev=-10.011 multiplicity=1 gap_ev=10.90
O 0.627 -1.618 -0.639
C 1.335 -0.377 -0.482
C 0.012 0.411 -0.563
C -0.620 -0.984 -0.379
O -1.058 -1.170 0.925
C -0.261 1.450 0.416
C -0.471 2.334 1.205
H -1.142 -2.125 1.059
H 1.829 -0.306 0.493
H 2.057 -0.220 -1.287
H -0.160 0.782 -1.577
H -1.378 -1.298 -1.111
H -0.667 3.094 1.928

=====

*two*
13
Properties=species:S:1:pos:R:3 method="wB97M-V/def2-TZVPD" homo_energy_ev=-9.112 multiplicity=1 gap_ev=9.82 smiles="O=C(CO)C1C=C1"
O 1.647 -1.385 -1.049
C 0.749 -0.733 -0.556
C -0.629 -1.394 -0.412
O -1.673 -0.568 0.049
C -0.197 1.641 0.092
C 0.484 1.332 1.145
C 0.961 0.711 -0.158
H -0.512 -2.296 0.209
H -0.932 -1.730 -1.410
H -1.036 2.102 -0.406
H -1.397 -0.196 0.898
H 0.665 1.401 2.208
H 1.870 1.115 -0.610

=====

List of relative energies, unit eV: *one* 0.000; *two* 0.195

=====

*one*
17
Properties=species:S:1:pos:R:3 method="wB97M-V/def2-TZVPD" homo_energy_ev=-9.073 multiplicity=1 gap_ev=10.13 smiles="CC1=CC1.C=C=C"
C 0.442 -0.112 2.030
C -1.109 0.597 -0.464
C 2.751 0.972 2.507
C 0.052 0.079 -1.195
C 1.596 0.431 2.213
C -1.006 -0.514 -1.544
C -1.641 -1.281 -2.625
H -0.477 0.337 2.265
H 0.320 -1.093 1.607
H -1.340 0.342 0.626
H -1.636 1.569 -0.684
H 2.971 1.745 1.740
H 3.356 1.066 3.428
H 1.082 0.284 -1.386
H -1.247 -2.301 -2.654
H -1.477 -0.838 -3.552
H -2.635 -1.285 -2.311

=====

*two*
17
Properties=species:S:1:pos:R:3 method="wB97M-V/def2-TZVPD" homo_energy_ev=-8.588 multiplicity=1 gap_ev=9.73 smiles="C=C1[C@H]2C[C@@H]12.C=C"
C 0.098 -2.126 -0.981
C -1.227 -2.073 -0.926
C 0.765 0.908 0.003
C 1.131 1.022 -1.261
C 0.318 1.873 0.982
C -0.856 1.137 1.486
C 0.459 0.402 1.329
H 0.644 -1.780 -1.854
H 0.695 -2.490 -0.149
H -1.815 -1.685 -1.754
H -1.776 -2.400 -0.047
H 1.655 0.305 -1.871
H 0.846 1.964 -1.711
H 0.876 2.722 1.347
H -1.663 0.907 0.789
H -1.173 1.385 2.496
H 1.033 -0.077 2.112

=====

*three*
17
Properties=species:S:1:pos:R:3 method="wB97M-V/def2-TZVPD" homo_energy_ev=-9.065 multiplicity=1 gap_ev=10.19 smiles=C#CC1(CC)CC1
C -0.069 -1.553 1.372
C -0.732 -0.218 1.024
C 0.004 0.580 -0.041
C -0.440 0.480 -1.490
C -0.673 1.741 -0.714
C 1.453 0.469 -0.038
C 2.415 -0.047 -0.546
H 0.093 -2.167 0.477
H -0.700 -2.117 2.068
H 0.908 -1.396 1.845
H -1.748 -0.390 0.647
H -0.828 0.392 1.931
H 0.350 0.507 -2.237
H -1.254 -0.198 -1.723
H -1.691 1.950 -0.398
H -0.073 2.612 -0.966
H 2.986 -0.646 -1.210

=====

*four*
17
Properties=species:S:1:pos:R:3 method="wB97M-V/def2-TZVPD" homo_energy_ev=-7.777 multiplicity=1 gap_ev=8.87 smiles="C[C@@H]1[C@@H]2C=CC[C@H]12"
C 0.972 1.533 -0.216
C 0.237 0.859 0.904
C -1.207 -0.118 0.720
C -1.405 -0.643 -0.710
C -0.135 -1.396 -1.047
C 0.702 -1.400 -0.009
C 0.165 -0.596 1.143
H 0.801 2.615 -0.208
H 2.046 1.354 -0.099
H 0.668 1.147 -1.190
H 0.226 1.422 1.846
H -1.288 1.012 0.882
H -1.627 0.174 -1.404
H -2.276 -1.319 -0.759
H 0.062 -1.851 -2.016
H 1.694 -1.842 0.013
H 0.363 -0.951 2.150

=====

List of relative energies, unit eV: *one* 2.176; *two* 1.178; *three* 0.000; *four* 0.384